Computed, not measured: a molecular structure, C17H19ClN4O5S7SbW, with ωB97M-V/def2-TZVPD.

XYZ file:
```
55
C17H19ClN4O5S7SbW | the Open Molecules 2025 dataset | ωB97M-V/def2-TZVPD
W 0.9266 -0.5162 0.1940
S 1.0548 -2.0041 -1.8454
C 2.4054 -3.0358 -1.5476
C 2.6504 -3.9924 -2.5629
N 2.8046 -4.7637 -3.4048
C 3.1837 -2.9894 -0.4031
S 2.9155 -1.8357 0.8515
C 4.2289 -3.9185 -0.2013
N 5.0793 -4.6755 -0.0202
S 1.9975 3.5679 0.2219
Sb 2.7313 1.4696 0.8086
S 2.8430 0.3874 -1.3513
S 0.9924 -0.2856 2.5537
N 0.1213 0.8988 -0.8602
C 0.1054 1.9528 -1.4020
N -0.1533 2.6092 -2.5033
C -0.3168 1.8888 -3.7664
C 0.9162 2.1211 -4.6319
O 1.1323 3.5090 -4.8343
C 1.3887 4.1445 -3.5883
C 0.2016 4.0169 -2.6398
H -1.2101 2.2725 -4.2692
H -0.4433 0.8263 -3.5580
H 0.7898 1.6746 -5.6194
H 1.7879 1.6765 -4.1342
H 1.5982 5.1929 -3.8039
H 2.2629 3.6877 -3.1070
H -0.6664 4.5600 -3.0291
H 0.5005 4.3912 -1.6609
O -1.5608 -1.0383 -1.5205
Cl -2.2330 -0.5857 -0.3470
O -2.8352 0.6890 -0.5807
O -3.2318 -1.5168 0.0531
O -1.2391 -0.4495 0.7315
S 0.0412 -2.9653 0.8886
C -0.5926 -3.2063 2.5151
C -0.0002 -4.1600 3.3453
C -0.5519 -4.4510 4.5828
C -1.6904 -3.7895 5.0211
C -2.2646 -2.8196 4.2107
C -1.7298 -2.5326 2.9653
H 0.8931 -4.6649 3.0027
H -0.0920 -5.2063 5.2096
H -2.1270 -4.0269 5.9845
H -3.1492 -2.2888 4.5436
H -2.1990 -1.7935 2.3351
C -1.7184 3.3942 0.9366
S -0.7442 2.2355 1.9404
C -2.1003 1.4875 2.8786
H -2.2786 2.8314 0.1933
H -0.9851 4.0442 0.4638
H -2.3903 3.9740 1.5711
H -2.5202 2.2267 3.5619
H -1.6682 0.6606 3.4383
H -2.8607 1.1211 2.1901
```

Summary:
net charge = -2
E_HOMO (spin up / spin down) = -1.93 / -2.15 eV
spin multiplicity = 4
energy relative to the best compared isomer or geometry (same formula, charge and spin) = 71.5 kcal per mole

=====

Computed, not measured: C17H19F3N2OS in the gas phase, with ωB97M-V/def2-TZVPD.

XYZ file:
```
43
C17H19F3N2OS | the Open Molecules 2025 dataset | ωB97M-V/def2-TZVPD
C -3.3252 4.8387 -4.9031
C -2.2907 4.1479 -4.0259
C -2.9346 3.2392 -2.9883
C -2.0594 2.0741 -2.5497
C -0.7714 2.5031 -1.8537
C -0.0679 1.3133 -1.2957
C 1.1139 1.5647 -0.3369
O 1.6105 2.8039 -0.0818
N 2.5069 2.6961 1.0426
C 2.5160 1.4482 1.3676
C 1.5922 0.6810 0.5675
C 1.2985 -0.7337 0.8191
S 0.7757 -1.7247 -0.4307
N 1.5905 -1.1721 2.1154
C 1.5262 -2.4791 2.5968
C 2.5094 -2.8654 3.4763
C 2.4997 -4.1869 4.0011
C 1.4138 -5.0722 3.7027
C 1.4275 -6.5189 4.1813
F 2.0637 -7.2501 3.2161
F 2.0950 -6.6864 5.3657
F 0.1535 -6.9915 4.3670
C 0.3992 -4.6641 2.8735
C 0.4799 -3.3808 2.2976
H -3.8291 4.0938 -5.5164
H -2.9191 5.5691 -5.6034
H -4.0703 5.3765 -4.2821
H -1.6361 3.6233 -4.6999
H -1.6792 4.8878 -3.5354
H -3.8839 2.8600 -3.3705
H -3.1878 3.8542 -2.1019
H -1.7893 1.4697 -3.4119
H -2.6637 1.4977 -1.8107
H -1.0289 3.2137 -1.0906
H -0.1329 3.0095 -2.5775
H 0.2533 0.6837 -2.1368
H -0.8158 0.7451 -0.7649
H 3.1567 1.0663 2.1730
H 2.1210 -0.4839 2.6539
H 3.3436 -2.2488 3.7355
H 3.3638 -4.5312 4.5897
H -0.4449 -5.2618 2.5645
H -0.2803 -3.0091 1.6609
```

Summary:
E_HOMO = -8.64 eV
SMILES = CCCCCCc1oncc1C(=S)Nc1ccc(C(F)(F)F)cc1
energy relative to the best compared isomer or geometry (same formula, charge and spin) = 2.8 kcal per mole

=====

Computed, not measured: a molecular structure, C17H19I2IrN2O2Se4, with ωB97M-V/def2-TZVPD.

XYZ file:
```
47
C17H19I2IrN2O2Se4 | the Open Molecules 2025 dataset | ωB97M-V/def2-TZVPD
Ir 1.0887 0.7512 -0.7437
I -5.6175 4.4786 -1.4023
C -3.7661 3.4683 -1.5930
C -3.1912 3.2994 -2.8416
C -2.0259 2.5810 -2.9276
I -1.0886 2.2396 -4.7836
C -1.3908 1.9910 -1.8119
O -0.3451 1.2621 -2.0450
C -1.9719 2.2403 -0.5424
C -1.4115 1.6509 0.7299
N 0.0290 1.8834 0.9032
C 0.5881 1.3298 2.1422
C 1.8464 0.5026 1.9356
C 2.4799 -0.0340 3.0441
C 3.5921 -0.8475 2.8887
C 4.0598 -1.0706 1.6003
C 3.3818 -0.5105 0.5408
N 2.2849 0.2531 0.6823
C -3.1548 2.9611 -0.4627
H -3.6429 3.7187 -3.7250
H -1.5594 0.5673 0.7060
H -1.9780 2.0614 1.5783
H 0.2093 2.8854 0.8465
H -0.1604 0.6639 2.5862
H 0.8020 2.1237 2.8689
H 2.0803 0.1635 4.0266
H 4.0707 -1.2959 3.7434
H 4.9320 -1.6765 1.4155
H 3.7129 -0.6959 -0.4759
H -3.6195 3.1153 0.5007
Se 2.6593 1.5247 -2.4213
Se 3.6569 -0.3395 -3.0777
Se 0.2533 -2.2547 -4.8232
Se -0.4087 -1.4450 -2.9186
C 0.1202 -3.7557 -0.0276
C -1.3794 -3.4486 0.0451
C -1.4196 -1.9330 0.3275
O -0.0738 -1.4692 0.3468
C 0.7181 -2.5768 0.7302
H 0.4552 -3.7254 -1.0645
H 0.3853 -4.7160 0.4080
H -1.8588 -4.0092 0.8484
H -1.8830 -3.6856 -0.8899
H -1.8978 -1.7352 1.2986
H -1.9472 -1.3804 -0.4530
H 0.6328 -2.7322 1.8167
H 1.7547 -2.3780 0.4701
```

Summary:
E_HOMO (spin up / spin down) = -6.74 / -6.73 eV

=====

Computed, not measured: C17H19N3O2S in the gas phase, with ωB97M-V/def2-TZVPD.

XYZ file:
```
42
C17H19N3O2S | the Open Molecules 2025 dataset | ωB97M-V/def2-TZVPD
C 3.3447 1.5481 -1.8199
C 2.3999 1.4228 -0.6310
C 3.0581 0.8158 0.6238
C 4.1998 1.6793 1.1547
C 3.5694 -0.5661 0.2981
O 4.7285 -0.8425 0.1075
N 2.6360 -1.5899 0.1802
C 1.2972 -1.6780 0.4157
N 0.7818 -2.8912 0.1764
C -0.5098 -3.0355 0.3637
C -1.3306 -1.9910 0.8010
C -0.6900 -0.7666 1.0314
N 0.6108 -0.6231 0.8414
C -1.4497 0.4347 1.4921
C -2.9126 0.3575 1.0560
C -3.0784 0.4996 -0.4278
C -4.2459 0.7019 -1.0977
C -4.0828 0.7696 -2.4992
C -2.7905 0.6207 -2.8786
S -1.7461 0.3893 -1.5337
C -3.5109 -0.9745 1.5358
C -2.7797 -2.1758 0.9745
O -3.3417 -3.2137 0.7091
H 2.8003 1.9134 -2.6879
H 3.7845 0.5859 -2.0705
H 4.1497 2.2457 -1.6063
H 2.0193 2.4115 -0.3665
H 1.5437 0.8053 -0.9082
H 2.2786 0.7200 1.3836
H 5.0524 1.6348 0.4836
H 4.5225 1.3180 2.1282
H 3.8754 2.7117 1.2552
H 3.0407 -2.4782 -0.1044
H -0.9284 -4.0130 0.1643
H -1.3956 0.4762 2.5844
H -0.9627 1.3306 1.1036
H -3.4701 1.1729 1.5337
H -5.1977 0.8046 -0.6071
H -4.8938 0.9241 -3.1878
H -2.3748 0.6299 -3.8663
H -3.4360 -1.0321 2.6265
H -4.5656 -1.0526 1.2683
```

Summary:
E_HOMO = -9.03 eV
SMILES = CC[C@H](C)C(=O)Nc1ncc2c(n1)C[C@@H](c1cccs1)CC2=O
energy relative to the best compared isomer or geometry (same formula, charge and spin) = 10.5 kcal per mole

=====

Computed, not measured: C17H19N3O5 in the gas phase, with ωB97M-V/def2-TZVPD.

XYZ file:
```
44
C17H19N3O5 | the Open Molecules 2025 dataset | ωB97M-V/def2-TZVPD
C -1.0063 -5.6523 -1.1989
C -0.5960 -4.9855 0.1067
O -1.2752 -3.7468 0.2985
C -0.7493 -2.6684 -0.3158
O 0.2598 -2.7227 -0.9796
C -1.5415 -1.4638 -0.0693
C -2.7031 -1.3778 0.7080
C -3.4253 -2.4086 1.4898
N -3.1232 -0.1124 0.6520
C -2.2827 0.6623 -0.1234
C -2.6670 2.0470 -0.2655
O -3.7474 2.4353 0.1498
C -1.7075 3.0258 -0.9236
O -0.4361 2.9542 -0.2928
C 0.6290 3.2694 -1.0489
O 0.5597 3.5939 -2.2028
C 1.8896 3.1373 -0.2650
C 1.9469 2.4735 0.9601
N 3.0772 2.3709 1.6376
C 4.1723 2.9106 1.1144
C 5.4391 2.8014 1.8918
C 4.1112 3.5539 -0.1286
N 2.9877 3.6682 -0.8018
C -1.2759 -0.1746 -0.6013
C -0.1501 0.1493 -1.5122
H -0.5172 -6.6184 -1.2846
H -2.0840 -5.7950 -1.2280
H -0.7088 -5.0311 -2.0400
H -0.8757 -5.5985 0.9665
H 0.4840 -4.8042 0.1126
H -4.2879 -1.9706 1.9871
H -2.7655 -2.8504 2.2337
H -3.7571 -3.2132 0.8365
H -3.9413 0.2850 1.0919
H -2.1138 4.0374 -0.8106
H -1.6012 2.8116 -1.9950
H 1.0728 2.0169 1.4025
H 5.8278 3.7931 2.1170
H 5.2533 2.2662 2.8182
H 6.1915 2.2709 1.3106
H 4.9894 3.9901 -0.5854
H -0.4284 0.8995 -2.2476
H 0.7010 0.5244 -0.9429
H 0.1751 -0.7535 -2.0216
```

Summary:
E_HOMO = -8.71 eV
SMILES = CCOC(=O)c1c(C)[nH]c(C(=O)COC(=O)c2cnc(C)cn2)c1C
energy relative to the best compared isomer or geometry (same formula, charge and spin) = 42.3 kcal per mole

=====

Computed, not measured: a molecular structure, C17H19N5O5PPtSbSe4, with ωB97M-V/def2-TZVPD.

XYZ file:
```
53
C17H19N5O5PPtSbSe4 | the Open Molecules 2025 dataset | ωB97M-V/def2-TZVPD
Pt -0.0381 2.1387 0.2974
N 1.1262 6.9819 0.3668
C 1.7689 5.8077 0.5238
N 0.8888 4.8421 0.5521
C -0.2971 5.4722 0.4162
N -0.2080 6.7902 0.2938
C -1.5843 4.7618 0.4309
C -2.7653 5.5027 0.4062
N -3.9745 4.9657 0.4554
C -3.9893 3.6319 0.5468
C -2.8494 2.8606 0.5683
N -1.6151 3.4119 0.4901
H 1.5069 7.9064 0.2796
H 2.8411 5.6756 0.5898
H -2.6947 6.5815 0.3487
H -4.9581 3.1488 0.6070
H -2.8740 1.7801 0.6415
C -3.1062 -2.5835 -0.6756
P -2.4380 -0.8926 -0.8102
C -0.8461 -1.0716 -1.6145
C -3.4802 -0.0681 -2.0452
O -2.4392 -0.1750 0.4870
H -2.5913 -3.2716 -1.3463
H -4.1750 -2.5996 -0.8927
H -2.9525 -2.9058 0.3541
H -0.9650 -1.3188 -2.6711
H -0.2596 -1.8486 -1.1253
H -0.3166 -0.1216 -1.5028
H -3.5386 -0.6351 -2.9756
H -3.0459 0.9134 -2.2427
H -4.4809 0.0673 -1.6329
Se 5.4126 1.3039 -2.2128
Sb 4.6920 1.6401 0.0594
Se 1.9161 1.2458 -0.5276
Se 4.8360 3.9056 0.9014
Se 5.1152 -0.1331 1.6198
O 2.1902 -0.6113 -0.2158
C 1.6011 -1.2818 0.7469
O 0.8569 -0.8691 1.6039
C 1.9282 -2.7517 0.6369
C 3.0576 -3.1907 -0.0420
C 3.3264 -4.5538 -0.1841
C 2.4181 -5.4248 0.3647
O 2.4416 -6.8074 0.3454
C 1.2917 -7.2245 1.0689
O 0.5593 -6.0784 1.4707
C 1.2984 -4.9873 1.0415
C 1.0228 -3.6557 1.2062
H 3.7422 -2.4494 -0.4323
H 4.2066 -4.9069 -0.7032
H 1.6068 -7.7865 1.9552
H 0.6645 -7.8472 0.4228
H 0.1665 -3.2844 1.7533
```

Summary:
net charge = -2
E_HOMO = -1.47 eV
energy relative to the best compared isomer or geometry (same formula, charge and spin) = 64.4 kcal per mole

=====

| no. | largest force on an atom (eV/Å) |
| --- | --- |
| 1 | 3.66 |
| 2 | 2.78 |
| 3 | 3.03 |
| 4 | 0.83 |
| 5 | 0.62 |
| 6 | 0.48 |